{"formula": "C52H100N4O16", "method": "wB97M-V/def2-TZVPD", "elements": ["C", "C", "C", "C", "C", "C", "C", "C", "C", "N", "O", "H", "H", "H", "H", "H", "H", "H", "H", "H", "H", "H", "H", "H", "H", "H", "H", "H", "H", "H", "C", "C", "C", "C", "C", "C", "C", "C", "C", "N", "O", "H", "H", "H", "H", "H", "H", "H", "H", "H", "H", "H", "H", "H", "H", "H", "H", "H", "H", "H", "C", "C", "C", "C", "C", "C", "C", "C", "C", "N", "O", "H", "H", "H", "H", "H", "H", "H", "H", "H", "H", "H", "H", "H", "H", "H", "H", "H", "H", "H", "C", "C", "C", "C", "C", "C", "C", "C", "C", "N", "O", "H", "H", "H", "H", "H", "H", "H", "H", "H", "H", "H", "H", "H", "H", "H", "H", "H", "H", "H", "C", "C", "C", "O", "C", "O", "O", "H", "H", "H", "H", "H", "H", "C", "C", "C", "O", "C", "O", "O", "H", "H", "H", "H", "H", "H", "C", "C", "C", "O", "C", "O", "O", "H", "H", "H", "H", "H", "H", "C", "C", "C", "O", "C", "O", "O", "H", "H", "H", "H", "H", "H"], "coordinates": [[-0.00141, 8.21903, -7.15735], [-1.30935, 7.87181, -7.95161], [-1.89911, 8.95758, -8.77068], [-0.70975, 6.83143, -9.00696], [-0.58219, 5.35546, -8.42308], [-1.98267, 4.91776, -7.97348], [-3.04013, 5.95051, -7.25240], [-4.25318, 6.25822, -8.10015], [-3.58906, 5.33016, -5.92435], [-2.24674, 7.26030, -6.99320], [-2.99824, 8.22191, -6.21407], [0.82341, 8.49380, -7.81481], [-0.29639, 8.98261, -6.43759], [0.41426, 7.34132, -6.66245], [-2.62633, 8.46821, -9.41859], [-2.46688, 9.62957, -8.12711], [-1.22695, 9.63744, -9.29418], [-1.27009, 6.87481, -9.94090], [0.31512, 7.09543, -9.26785], [-0.18661, 4.59760, -9.09929], [-0.00073, 5.46273, -7.50739], [-1.85169, 3.96261, -7.46492], [-2.49856, 4.52849, -8.85124], [-4.11580, 6.93761, -8.94137], [-4.93800, 6.73636, -7.39979], [-4.84777, 5.43979, -8.50603], [-3.93576, 4.31306, -6.10712], [-4.47995, 5.91025, -5.68373], [-2.89669, 5.22479, -5.08912], [-2.36379, 8.53546, -5.56541], [-3.60075, -8.09403, 10.45432], [-4.87287, -8.26467, 9.57608], [-5.62921, -9.54671, 10.14182], [-5.85647, -7.15285, 9.90727], [-5.47827, -5.84179, 9.17164], [-5.42281, -6.09241, 7.61037], [-4.46311, -7.33463, 7.23665], [-4.82544, -7.66411, 5.70969], [-2.99025, -6.83850, 7.18146], [-4.79582, -8.47221, 8.07889], [-3.96416, -9.58394, 7.71886], [-2.82523, -7.44030, 10.05522], [-3.97973, -7.71673, 11.40410], [-3.08346, -9.04546, 10.57803], [-6.58972, -9.55331, 9.62658], [-4.89018, -10.32823, 9.96530], [-5.85034, -9.55613, 11.20911], [-6.86945, -7.32914, 9.54550], [-5.77544, -7.10803, 10.99333], [-6.13574, -5.01785, 9.44905], [-4.60010, -5.40621, 9.64828], [-4.97468, -5.25946, 7.06865], [-6.45700, -6.20717, 7.28574], [-4.10372, -8.36831, 5.29575], [-4.87542, -6.79249, 5.05709], [-5.73423, -8.17499, 5.39156], [-2.22332, -7.61013, 7.11444], [-2.62802, -6.29816, 8.05605], [-2.82547, -6.11167, 6.38605], [-3.06979, -9.25238, 7.82729], [1.79241, -1.68029, 3.06248], [1.26049, -0.28927, 2.70906], [0.16212, 0.07454, 3.69060], [2.54994, 0.62776, 2.74055], [2.42182, 2.06489, 2.29484], [1.93975, 1.90439, 0.84494], [0.69227, 0.99842, 0.47229], [-0.57756, 1.68711, 0.89148], [0.74950, 0.82067, -1.06878], [0.77910, -0.22903, 1.30789], [-0.28655, -1.15458, 1.04945], [0.94193, -2.33262, 2.86436], [2.65706, -2.07745, 2.53075], [2.04936, -1.74271, 4.11992], [0.65470, 0.17807, 4.65743], [-0.20067, 1.07960, 3.47533], [-0.65276, -0.62752, 3.51408], [3.05918, 0.60290, 3.70396], [3.39207, 0.17687, 2.21556], [1.63637, 2.58888, 2.83945], [3.34573, 2.63399, 2.39793], [2.81380, 1.44142, 0.38691], [1.65059, 2.92699, 0.60247], [-1.35644, 0.96743, 1.14349], [-1.05634, 2.18708, 0.04951], [-0.26992, 2.43362, 1.62372], [0.55068, 1.81620, -1.46565], [-0.03980, 0.14676, -1.40185], [1.71301, 0.62892, -1.54098], [0.22484, -1.87184, 0.66785], [8.05727, 1.45562, -7.41469], [8.26708, 3.03672, -7.31604], [9.24713, 3.43960, -8.44760], [6.86410, 3.75409, -7.58119], [6.79721, 5.20888, -7.04673], [7.09002, 5.29657, -5.58311], [8.43601, 4.62091, -5.18348], [9.54685, 5.73056, -5.41558], [8.36222, 4.28763, -3.65499], [8.73522, 3.31073, -5.92584], [10.01456, 2.66500, -5.52870], [8.91765, 0.85000, -7.12999], [7.27099, 1.30440, -6.67511], [7.74515, 0.91845, -8.31032], [8.84703, 3.08317, -9.39679], [9.34498, 4.51452, -8.29563], [10.14901, 2.84181, -8.57939], [6.84632, 3.81495, -8.66934], [5.99557, 3.11962, -7.40459], [7.53165, 5.82956, -7.56002], [5.85461, 5.64899, -7.37216], [6.26813, 4.68053, -5.21831], [6.96958, 6.37088, -5.44360], [10.54773, 5.34481, -5.22185], [9.40019, 6.67986, -4.90039], [9.57346, 6.03750, -6.46114], [7.37070, 3.95637, -3.34636], [8.49249, 5.21215, -3.09248], [9.11652, 3.60638, -3.26128], [9.67607, 1.91654, -5.03189], [-0.96777, -10.54460, -1.53076], [-0.26995, -10.06260, -0.25159], [1.18792, -10.43963, -0.46201], [1.94233, -9.30563, -0.08082], [1.08869, -8.28432, -0.31981], [1.44729, -7.11966, -0.39654], [-0.20535, -8.70408, -0.53302], [-0.57349, -10.25090, -2.50359], [-1.99213, -10.18893, -1.41997], [-0.82352, -11.60733, -1.72542], [-0.87850, -10.32428, 0.61402], [1.41018, -10.89772, -1.42579], [1.28380, -11.24229, 0.26918], [-4.27062, -4.73992, -2.63921], [-5.25641, -5.84296, -2.45100], [-5.38575, -6.34513, -1.04099], [-6.69185, -6.02622, -0.75239], [-7.41983, -5.83121, -1.86898], [-8.62931, -5.61827, -1.93675], [-6.58419, -5.68024, -2.91822], [-4.63650, -3.85310, -2.12174], [-4.20254, -4.67537, -3.72517], [-3.36502, -4.99192, -2.08740], [-4.94763, -6.75196, -2.96722], [-4.76132, -5.76791, -0.35908], [-5.27553, -7.41930, -0.89228], [3.19182, 0.71814, 12.08423], [3.80906, 0.04768, 10.82317], [5.04026, -0.78006, 10.89654], [4.55264, -2.05461, 10.53864], [3.27760, -2.04110, 10.15646], [2.66926, -2.94411, 9.71492], [2.78511, -0.84067, 10.38527], [3.97680, 0.57696, 12.82719], [2.18390, 0.38062, 12.32563], [3.09554, 1.79580, 11.95207], [4.11445, 0.82939, 10.12764], [5.36153, -0.81866, 11.93740], [5.77383, -0.24625, 10.29239], [-4.70134, 6.26925, 1.51041], [-4.06716, 7.19620, 0.64858], [-4.90294, 7.53372, -0.61310], [-5.19414, 8.89760, -0.54050], [-4.67346, 9.40788, 0.66081], [-4.88055, 10.54766, 1.11053], [-3.96384, 8.44571, 1.32600], [-5.56752, 5.81079, 1.03328], [-5.33502, 6.56165, 2.34770], [-3.98535, 5.63920, 2.03814], [-3.06831, 6.83515, 0.40354], [-5.83255, 6.96462, -0.62089], [-4.36355, 7.38081, -1.54786]], "atomic_forces_ev_per_a": [[-1.0, 0.3, -0.1], [2.7, -2.2, -0.5], [-1.2, 1.3, 0.5], [-0.1, -1.7, 0.7], [-1.8, 2.4, 0.7], [-1.1, -0.2, -0.3], [2.6, 0.0, -0.1], [-1.1, 0.4, -0.1], [0.1, 0.3, -0.8], [-0.3, -1.9, 0.7], [0.1, -0.5, -1.2], [-0.3, 0.8, 0.0], [0.7, 0.2, 0.2], [-0.6, -0.1, 0.3], [0.1, 0.4, -0.4], [-0.2, 0.0, 0.1], [0.3, -0.6, -0.3], [-0.3, -0.3, 0.0], [-0.1, 0.6, 0.0], [0.2, 0.3, 0.0], [0.5, -0.3, -0.2], [-0.2, 0.2, 1.0], [-0.3, 0.4, -0.4], [0.4, 0.0, 0.1], [-0.2, 0.4, -0.3], [0.4, -0.6, 0.2], [0.0, -0.1, -0.4], [0.2, 0.0, 0.6], [0.2, 0.5, -0.1], [0.1, -0.2, 0.2], [0.0, -0.2, -1.1], [-1.2, -1.5, 0.6], [1.2, 0.9, -0.7], [0.6, 1.5, -1.5], [0.3, 0.2, 0.2], [1.4, -0.7, 1.7], [-1.8, 1.5, -1.9], [0.4, -0.7, 0.0], [0.3, 0.2, 0.9], [0.2, 0.2, 0.9], [-0.6, 0.5, 0.5], [-0.3, 0.4, 0.0], [0.5, -0.1, 0.1], [-0.2, -0.2, 0.2], [0.3, -0.8, -0.3], [-0.8, -0.7, -0.3], [0.3, 0.6, 0.1], [-0.1, -0.7, 0.4], [-0.7, 0.5, -0.1], [-0.8, -0.2, -0.5], [0.9, -0.4, -0.6], [-0.2, 0.2, 0.1], [0.2, -0.4, -0.3], [0.5, 0.3, 0.0], [0.6, 0.4, 0.4], [-0.6, -0.1, 1.3], [-0.2, -0.4, -0.6], [-0.6, 0.1, 0.5], [-0.2, -0.3, -0.3], [0.5, -0.1, 0.1], [-0.9, -0.5, -0.1], [1.9, 1.2, -1.2], [0.8, 1.1, -0.5], [0.6, 0.0, 1.5], [-1.9, -1.4, -0.4], [-0.1, 0.3, 0.3], [1.3, -0.2, 1.5], [-0.7, 0.7, -1.1], [-0.3, 0.4, 0.5], [1.6, -1.0, -1.1], [0.4, 0.7, 0.2], [0.2, -0.5, 0.3], [-0.1, 0.5, -0.4], [-0.2, 0.1, 0.1], [-0.7, -0.7, 0.4], [-0.2, 0.0, -0.1], [0.0, -0.1, 0.8], [-0.8, -0.1, 0.9], [-0.4, -0.3, -1.0], [0.1, 0.1, 0.4], [0.0, -0.1, -0.3], [-0.1, 0.6, -0.9], [0.4, 0.0, -1.3], [0.3, 0.1, 0.8], [0.2, 0.6, -0.1], [-0.9, -0.1, 0.4], [-0.4, 0.1, 0.0], [0.2, -0.1, -0.1], [0.1, -0.8, 0.5], [-0.3, -0.3, -0.2], [-0.5, 0.5, 1.2], [0.4, -1.8, -0.6], [-0.7, -0.4, 0.4], [1.6, 0.3, -0.7], [0.7, -1.1, -1.7], [-0.8, -1.6, -1.1], [1.5, 0.6, 0.6], [0.0, -0.9, -0.7], [-0.1, 0.7, -0.2], [-1.0, 0.5, 0.5], [-1.7, 1.5, -1.0], [0.3, 0.5, 0.4], [0.0, -0.5, 0.1], [-0.3, 1.0, -0.6], [-0.9, 1.0, -0.2], [0.7, 0.0, -1.0], [0.6, 0.5, 1.4], [0.0, 0.1, -0.2], [0.1, 0.1, 0.9], [0.3, -0.2, -0.4], [-0.3, 0.0, 0.5], [-0.1, 0.4, 1.1], [0.5, -0.2, 1.4], [-0.1, 0.0, 0.3], [-0.2, -0.3, 0.5], [-0.2, -0.2, -0.3], [0.0, -0.4, -0.3], [0.1, 0.2, 0.0], [0.0, -0.1, -0.4], [0.0, -0.1, 0.1], [-0.9, -1.2, 0.1], [0.1, -0.8, -4.7], [-0.4, -2.6, 2.9], [-1.1, -0.1, -0.7], [0.6, 3.7, -0.5], [-1.0, -2.6, 0.3], [1.5, 2.7, 1.6], [0.4, 1.3, 0.5], [-0.3, -0.7, -0.6], [-0.9, -0.6, 0.9], [0.7, 0.1, 0.4], [0.1, 0.8, -0.2], [1.1, -0.1, 0.1], [-1.0, 0.1, 0.0], [1.3, -3.0, -0.5], [0.5, 0.5, 0.7], [-3.0, 0.0, 1.0], [-2.8, 2.1, -0.3], [3.2, -1.1, 0.5], [-0.3, 0.4, 0.3], [-0.1, 0.4, -0.5], [0.7, 0.8, 0.2], [0.3, -0.2, -0.6], [0.6, 0.3, -0.7], [0.2, -0.3, 0.1], [0.4, 0.0, -0.2], [1.5, 0.5, -0.5], [-2.1, 2.0, 0.7], [-0.5, 0.0, 1.9], [2.3, -1.2, -0.6], [0.2, 0.5, 0.1], [-0.4, -1.2, -0.4], [-0.6, 1.4, -1.0], [-0.7, 0.0, 0.8], [0.5, -0.5, 0.1], [0.1, 0.0, -0.1], [-1.2, 0.1, -0.6], [0.5, -0.2, -0.1], [0.4, -1.3, -0.4], [-2.3, -3.0, 2.7], [0.6, 1.9, -1.6], [0.5, -0.6, -0.4], [0.7, 1.7, 2.2], [-1.0, 2.6, 1.1], [0.8, -4.1, -2.0], [-0.3, 1.7, -1.0], [0.8, -1.3, -0.6], [0.5, 1.6, 0.2], [-0.3, -0.7, -0.5], [0.1, 0.3, -0.2], [0.0, 0.0, -0.1], [0.0, -0.3, 0.1]], "lowdin_charge": [-0.0337, -0.5137, -0.0500, -0.1171, -0.1615, -0.1209, -0.4049, -0.0565, -0.0423, -0.0863, -0.0238, 0.0770, 0.0741, 0.0714, 0.0730, 0.0791, 0.0944, 0.1036, 0.0982, 0.1075, 0.0910, 0.0978, 0.0985, 0.0750, 0.0729, 0.0861, 0.0786, 0.0655, 0.0803, 0.0869, -0.0234, -0.4831, -0.0345, -0.1660, -0.1691, -0.0896, -0.4567, -0.0470, -0.0430, -0.0800, -0.0155, 0.0671, 0.0819, 0.0770, 0.0815, 0.0711, 0.0795, 0.1181, 0.1113, 0.0972, 0.0970, 0.1049, 0.1115, 0.0660, 0.0722, 0.0746, 0.0733, 0.0692, 0.0850, 0.0693, -0.0439, -0.4978, -0.0225, -0.1572, -0.1868, -0.1373, -0.4836, -0.0461, -0.0286, -0.1098, -0.0257, 0.0757, 0.0864, 0.0868, 0.0908, 0.0651, 0.0906, 0.1116, 0.1131, 0.1000, 0.1157, 0.1144, 0.1170, 0.0868, 0.0766, 0.0766, 0.0757, 0.0810, 0.0767, 0.0992, -0.0460, -0.4582, -0.0420, -0.1077, -0.2110, -0.1570, -0.4222, -0.0366, -0.0401, -0.0694, -0.0227, 0.0653, 0.0688, 0.0739, 0.0752, 0.0721, 0.0789, 0.1027, 0.1096, 0.0996, 0.1128, 0.1162, 0.1265, 0.0760, 0.0759, 0.0591, 0.0711, 0.0749, 0.0713, 0.0830, -0.0455, -0.3183, -0.1258, 0.0980, -0.5006, 0.1326, 0.0592, 0.0925, 0.0857, 0.0855, 0.1632, 0.1372, 0.1361, -0.0093, -0.3663, -0.1307, 0.0711, -0.5092, 0.1248, 0.1034, 0.0990, 0.0952, 0.0944, 0.1494, 0.1386, 0.1395, 0.0037, -0.3136, -0.1073, 0.0939, -0.6126, 0.1862, 0.0980, 0.0746, 0.0908, 0.0740, 0.1430, 0.1312, 0.1380, -0.0548, -0.3423, -0.1088, 0.0492, -0.4382, 0.1086, 0.0785, 0.0906, 0.1053, 0.0977, 0.1559, 0.1255, 0.1328], "e_homo_ha": -0.298, "smiles": "CC1(C)CCCC(C)(C)N1O.CC1(C)CCCC(C)(C)N1O.CC1(C)CCCC(C)(C)N1O.CC1(C)CCCC(C)(C)N1O.C[C@H]1COC(=O)O1.C[C@H]1COC(=O)O1.C[C@H]1COC(=O)O1.C[C@H]1COC(=O)O1", "gap_ev": 8.22, "e_lumo_ev": 0.1}

=====

{"formula": "C2H8N2P2", "method": "wB97M-V/def2-TZVPD", "elements": ["C", "N", "P", "P", "C", "N", "H", "H", "H", "H", "H", "H", "H", "H"], "coordinates": [[0.32841, -1.79059, -0.49780], [0.90490, -0.48591, -0.75705], [1.77180, 0.10301, 0.56726], [0.09821, 0.96847, -1.18552], [-1.30920, 1.33006, 0.57290], [1.54724, 1.63461, -0.36834], [-0.18657, -2.17630, -1.48907], [1.16434, -2.46421, -0.18178], [-0.47939, -1.72686, 0.35743], [3.09908, -0.36639, 0.01251], [-1.31964, 2.46781, 0.67784], [-0.72494, 0.94820, 1.29305], [-2.26001, 1.07905, 0.18384], [1.33565, 2.47873, 0.16240]], "atomic_forces_ev_per_a": [[-2.1, -0.7, -0.8], [-1.1, -1.1, 0.1], [2.0, 1.5, -1.1], [-0.5, 0.9, 2.3], [1.0, 3.8, -5.0], [-0.6, -0.6, 0.4], [1.0, 0.5, 2.1], [-0.9, 0.3, -0.3], [1.4, -0.4, -1.6], [-0.9, 0.6, 0.8], [0.2, -1.4, -0.2], [1.0, -2.0, 2.9], [-0.9, -1.1, 0.5], [0.2, -0.2, 0.0]], "lowdin_charge": [-0.2515, -0.7214, 0.7331, 0.8234, -0.1998, -0.4753, 0.1033, 0.0634, 0.0893, -0.0547, 0.0233, -0.1012, -0.0294, -0.0026], "e_homo_ha": -0.287, "smiles": "CN1[P@@H]2=[P@@]1(C)N2", "gap_ev": 8.14, "e_lumo_ev": 0.3}